[1]
C13H20N2S | ωB97M-V/def2-TZVPD

Last column: Löwdin charge in e.
Positions of all 36 atoms, in Å:
1 S -1.3409 2.4837 3.6419  0.880
2 C 1.5091 2.2199 3.2765  -0.097
3 C 0.0598 1.3565 1.4953  -0.012
4 C 2.6037 2.0896 2.3979  -0.027
5 C 0.1888 2.0335 2.7700  -0.495
6 C 1.2175 1.3480 0.6879  -0.214
7 C 2.4737 1.5994 1.1221  -0.262
8 N 1.2851 1.0107 -0.6630  -0.079
9 N 0.9653 -2.0599 -1.4187  0.029
10 C -2.7952 0.1795 3.5814  -0.164
11 C -1.8280 1.0098 4.4918  -0.563
12 C 3.4525 1.3139 0.1522  -0.098
13 C 2.5915 1.3950 -1.1319  -0.144
14 C -0.2027 -1.2823 -3.4280  -0.094
15 C 0.2221 0.3455 -1.5357  -0.073
16 C 0.7875 -0.9301 -2.2964  -0.471
17 H 1.7184 2.5637 4.2640  0.086
18 H -0.9485 1.0208 1.0299  0.119
19 H 3.6299 2.2579 2.8173  0.129
20 H 1.0285 -1.6839 -0.5134  0.040
21 H 1.7205 -2.7362 -1.6974  0.107
22 H -2.3147 0.0075 2.6103  0.042
23 H -3.0754 -0.8045 4.0788  0.084
24 H -3.7030 0.7980 3.4856  0.063
25 H -2.2512 1.1990 5.4235  0.037
26 H -0.8937 0.4447 4.6332  0.076
27 H 3.7570 0.2798 0.3700  0.146
28 H 4.2132 2.0080 0.0369  0.105
29 H 3.0935 0.9174 -1.9482  0.104
30 H 2.4198 2.4180 -1.5122  0.131
31 H -0.4285 -0.5934 -4.2076  0.046
32 H 0.0991 -2.1547 -4.0722  0.086
33 H -1.1647 -1.4335 -2.8361  0.095
34 H -0.7345 0.0266 -0.9912  0.132
35 H -0.0942 1.1466 -2.2696  0.129
36 H 1.7890 -0.7443 -2.7947  0.127

SMILES: CCSc1ccc2c(c1)N(C[C@H](C)N)CC2
Total charge: 0



[2]
C13H21BFN3O3 | ωB97M-V/def2-TZVPD

Last column: Löwdin charge in e.
Positions of all 42 atoms, in Å:
1 C 4.1358 -1.9982 1.6456  -0.023
2 O 3.6375 -0.9481 0.8104  0.060
3 B 2.3255 -0.8665 0.5250  -0.626
4 O 1.3703 -1.4394 1.3435  0.180
5 C 1.8839 -0.0708 -0.8209  -0.222
6 C 2.1448 -1.0294 -1.9102  -0.172
7 N 2.3458 -1.7732 -2.7589  0.205
8 C 0.3575 0.2136 -0.8730  -0.143
9 C -0.1956 1.2084 0.1437  -0.177
10 C -1.7271 1.3708 0.0042  -0.136
11 C -2.5443 0.8752 1.2173  -0.154
12 N -3.4413 -0.2583 0.9730  -0.119
13 C -2.7546 -1.5411 0.9332  -0.067
14 C -4.4167 0.0015 -0.0054  -0.503
15 C -4.4717 -0.8489 -1.2527  0.002
16 O -5.1667 0.9362 0.1349  0.088
17 C 2.7618 1.1946 -1.0727  -0.446
18 C 3.0652 2.0142 0.1781  0.031
19 F 3.9816 0.7767 -1.5679  0.055
20 C 2.1506 2.0443 -2.1188  -0.130
21 N 1.6038 2.7201 -2.8641  0.209
22 H 4.1254 -1.6909 2.6916  0.099
23 H 5.1578 -2.1968 1.3294  0.098
24 H 3.5418 -2.9056 1.5367  0.095
25 H 0.7896 -2.0510 0.8798  0.115
26 H -0.1567 -0.7464 -0.7677  0.107
27 H 0.1097 0.5819 -1.8733  0.124
28 H 0.2640 2.1845 -0.0277  0.103
29 H 0.0552 0.9058 1.1651  0.110
30 H -2.0499 0.8626 -0.9104  0.105
31 H -1.9517 2.4278 -0.1454  0.116
32 H -3.1354 1.6839 1.6461  0.119
33 H -1.8556 0.5514 2.0036  0.114
34 H -1.9247 -1.5783 0.2119  0.077
35 H -2.3694 -1.7574 1.9320  0.093
36 H -3.4522 -2.3382 0.6856  0.082
37 H -4.4452 -1.9208 -1.0597  0.070
38 H -5.3895 -0.6147 -1.7878  0.087
39 H -3.6194 -0.6141 -1.8971  0.087
40 H 2.1898 2.1183 0.8167  0.089
41 H 3.8661 1.5052 0.7110  0.097
42 H 3.4051 3.0090 -0.1098  0.103

SMILES: COB(O)[C@@](C#N)(CCCCN(C)C(C)=O)[C@@](C)(F)C#N
Total charge: 0



[3]
C13H21BrClCsFKLiN4NaO11 | ωB97M-V/def2-TZVPD

Last column: Löwdin charge in e.
Positions of all 56 atoms, in Å:
1 C 6.2439 -1.2202 0.6172  0.115
2 C 5.1226 -1.3238 1.0207  -0.101
3 N 3.9558 -1.0648 1.5871  -0.034
4 F 3.8720 -1.0631 2.9377  0.097
5 C 2.8132 -0.7952 0.8505  -0.322
6 N 1.7022 -0.5228 1.4823  0.198
7 C 0.8367 -0.2857 0.4251  -0.381
8 C -0.5452 0.0947 0.8333  -0.093
9 C -0.5104 1.5755 1.2786  -0.143
10 O 0.2982 2.2971 0.3358  -0.009
11 C 0.8624 3.3757 0.9299  -0.535
12 C 2.3694 3.4997 0.8521  0.024
13 O 0.2309 4.1923 1.5273  0.131
14 N 1.3549 -0.4346 -0.7495  -0.159
15 Br 0.1860 -0.1856 -2.8328  -0.187
16 N 2.6470 -0.7659 -0.4744  0.118
17 H 7.1410 -1.1517 0.0474  -0.093
18 H -0.7782 -0.5257 1.6853  0.020
19 H -1.2932 0.0406 0.0459  0.119
20 H -0.0258 1.6328 2.2611  0.129
21 H -1.5203 1.9770 1.3358  0.110
22 H 2.6309 4.5213 0.5875  0.085
23 H 2.7718 2.8521 0.0671  0.077
24 H 2.8308 3.1938 1.7901  0.089
25 H 3.3455 -0.9493 -1.1717  0.155
26 O 9.5028 -1.3336 1.0616  -0.634
27 H 9.2766 -0.6266 1.6803  0.097
28 H 9.9210 -2.0108 1.6103  0.066
29 O -5.8303 2.7554 0.2058  -0.161
30 C -4.7495 1.9902 0.2156  -0.380
31 C -4.6290 1.2662 1.6413  -0.529
32 O -3.5218 0.4872 1.7056  -0.345
33 H -3.7712 2.4974 0.0627  0.102
34 H -4.7083 1.1615 -0.5195  0.120
35 H -5.6030 0.7651 1.7906  0.109
36 H -4.6884 2.0872 2.3744  -0.023
37 Li 0.0342 0.3115 -5.1835  0.564
38 K -3.9642 1.5389 4.0455  0.982
39 C -3.7293 -1.9665 -8.1554  -0.129
40 C -2.5955 -1.9161 -7.0448  -0.712
41 O -2.1170 -0.8061 -6.8011  -0.024
42 O -2.3574 -3.0281 -6.5841  0.081
43 H -3.9077 -0.9363 -8.5385  -0.036
44 H -3.4284 -2.6143 -8.9811  0.086
45 H -4.6336 -2.3610 -7.7019  0.017
46 Na -0.8446 -1.6181 3.0167  0.807
47 O -8.4214 1.7754 1.2915  -0.095
48 H -7.5795 2.1817 0.9938  -0.006
49 H -9.0943 2.3883 0.9849  0.020
50 Cl -5.8638 -0.6233 -8.5282  0.078
51 Cs 9.3695 -1.9940 -0.9161  1.502
52 C 1.9301 -3.8960 6.0709  -0.841
53 O 1.4500 -2.7269 6.1536  -0.125
54 O 3.1097 -3.9296 5.2615  -0.031
55 O 1.5543 -4.9520 6.5527  -0.015
56 H 3.1117 -2.9827 5.0637  0.043

Total charge: 0



[4]
C13H21BrNO8 | ωB97M-V/def2-TZVPD

Last column: Löwdin charge in e.
Positions of all 44 atoms, in Å:
1 C 0.3888 2.0105 1.0250  -0.111
2 C 0.0938 0.4181 0.7129  -0.364
3 C -0.8326 -0.1193 1.9971  -0.117
4 C -0.8322 0.1632 -0.6318  -0.186
5 C -0.0495 0.4154 -2.0495  -0.237
6 N 1.4294 0.1113 -2.0349  -0.128
7 C 1.7413 -1.3392 -1.7550  -0.599
8 Br 1.9936 -2.2191 -3.5761  0.508
9 C 3.1086 -1.5753 -0.8436  -0.450
10 O 3.6076 -0.6484 0.0141  -0.192
11 O 3.9118 -2.8393 -0.9395  -0.323
12 H -0.6160 2.6121 0.8689  0.081
13 H 1.2975 2.4599 0.4389  0.075
14 H 0.6205 2.0901 2.1891  0.077
15 H 1.0722 -0.2415 0.7423  0.115
16 H -0.1488 -0.1557 2.9610  0.069
17 H -1.3121 -1.1493 1.7141  0.082
18 H -1.6147 0.7438 2.1910  0.079
19 H -1.1299 -0.9922 -0.6199  0.107
20 H -1.8330 0.8048 -0.5627  0.095
21 H -0.6501 -0.1294 -2.9197  0.119
22 H -0.1485 1.5815 -2.2877  0.120
23 H 1.9832 0.7745 -1.4498  0.102
24 H 0.8919 -1.9453 -1.2260  0.105
25 C 3.3883 -2.6992 4.3779  -0.135
26 C 2.5547 -1.5343 3.9523  -0.135
27 O 1.2306 -1.9916 4.1515  0.043
28 C 1.2897 -2.9830 5.0882  -0.519
29 O 0.3148 -3.4844 5.6229  0.118
30 O 2.5815 -3.3390 5.3490  0.054
31 H 4.3443 -2.3913 4.8101  0.135
32 H 3.5773 -3.4001 3.5581  0.143
33 H 2.7214 -0.6504 4.5769  0.134
34 H 2.7189 -1.2657 2.9051  0.135
35 C -3.8563 3.0170 -4.4784  -0.144
36 C -4.1971 1.5696 -4.3307  -0.140
37 O -3.4191 1.1636 -3.2208  0.064
38 C -3.1600 2.2849 -2.4864  -0.495
39 O -2.6578 2.2793 -1.3749  0.103
40 O -3.5368 3.4123 -3.1575  0.066
41 H -4.6928 3.6042 -4.8671  0.135
42 H -2.9813 3.1777 -5.1169  0.137
43 H -5.2554 1.4109 -4.0980  0.135
44 H -3.9377 0.9882 -5.2198  0.139

Total charge: -1



[5]
C13H21N2O | ωB97M-V/def2-TZVPD

Last column: Löwdin charge in e.
Positions of all 37 atoms, in Å:
1 C 0.2068 2.1965 1.8830  -0.086
2 N -0.7141 3.0750 1.1242  -0.210
3 C 0.0274 3.9743 0.2084  -0.173
4 C -0.9253 4.8481 -0.6097  -0.185
5 O -1.8752 4.0619 -1.3178  -0.145
6 C -2.6383 3.2422 -0.4418  -0.187
7 C -1.7417 2.3150 0.3788  -0.179
8 H -0.3560 1.5619 2.5638  0.084
9 H 0.7614 1.5589 1.1987  0.044
10 H 0.9147 2.7889 2.4578  0.087
11 H 0.7170 4.5861 0.8026  0.125
12 H 0.6414 3.3606 -0.4575  0.109
13 H -1.4792 5.5406 0.0361  0.127
14 H -0.3866 5.4536 -1.3516  0.130
15 H -3.2233 3.9030 0.2098  0.127
16 H -3.3497 2.6771 -1.0598  0.129
17 H -1.2332 1.6023 -0.2777  0.104
18 H -2.3260 1.7264 1.0967  0.123
19 C 1.9600 -2.4902 -2.4806  0.022
20 N 1.5990 -2.0653 -1.1294  -0.080
21 C 0.9018 -3.0098 -0.2946  -0.242
22 C -0.4946 -3.0504 -0.2830  -0.009
23 C -1.1622 -3.9429 0.5261  -0.048
24 C -0.4431 -4.8086 1.3388  -0.043
25 C 0.9445 -4.7701 1.3499  -0.048
26 C 1.6107 -3.8771 0.5402  -0.010
27 C 1.9078 -0.8321 -0.6701  0.271
28 H 1.6233 -3.5118 -2.6464  0.115
29 H 1.4855 -1.8497 -3.2198  0.114
30 H 3.0388 -2.4607 -2.6124  0.113
31 H -1.0266 -2.3634 -0.9155  0.121
32 H -2.2413 -3.9729 0.5160  0.120
33 H -0.9646 -5.5164 1.9623  0.117
34 H 1.5047 -5.4431 1.9813  0.120
35 H 2.6839 -3.8203 0.5357  0.121
36 H 1.6290 -0.5723 0.3274  0.104
37 H 2.4231 -0.1152 -1.2696  0.120

Total charge: +1



[6]
C13H21NO4 | ωB97M-V/def2-TZVPD

Last column: Löwdin charge in e.
Positions of all 39 atoms, in Å:
1 C -3.4496 -1.1399 0.6986  -0.113
2 C -3.0417 -0.6461 -0.6847  -0.265
3 C -2.5818 0.8118 -0.6963  -0.219
4 C -1.3319 1.0616 0.1468  -0.211
5 C -0.7638 2.4552 -0.1091  -0.175
6 H -0.4733 2.5445 -1.1564  0.111
7 C 0.4598 2.7639 0.7572  -0.131
8 N 1.5352 1.8229 0.5326  -0.044
9 C 2.1944 1.7357 -0.6389  -0.382
10 O 2.0096 2.4109 -1.6258  0.109
11 C 3.2349 0.6296 -0.4818  -0.237
12 O 4.0728 0.3136 -1.2732  0.179
13 C 2.9887 -0.0114 0.8866  -0.083
14 C 2.4568 -1.4147 0.6080  -0.464
15 O 3.1155 -2.4105 0.7034  0.146
16 O 1.1793 -1.3675 0.2355  -0.017
17 C 0.5641 -2.5981 -0.1664  -0.198
18 C 0.7236 -2.8106 -1.6633  -0.048
19 H 0.2029 -3.7164 -1.9602  0.081
20 H 1.7766 -2.9097 -1.9158  0.083
21 H 0.3113 -1.9662 -2.2110  0.078
22 H -0.4872 -2.4977 0.1121  0.111
23 H 1.0223 -3.4199 0.3919  0.124
24 H 3.9290 -0.1211 1.4286  0.167
25 C 1.9817 0.9189 1.5653  -0.088
26 H 1.1299 0.3696 1.9779  0.132
27 H 2.4594 1.4805 2.3781  0.136
28 H 0.8231 3.7670 0.5101  0.132
29 H 0.2006 2.7309 1.8173  0.127
30 H -1.5254 3.2098 0.0966  0.120
31 H -1.5765 0.9608 1.2067  0.114
32 H -0.5765 0.3144 -0.1025  0.100
33 H -2.3687 1.0978 -1.7289  0.114
34 H -3.3933 1.4500 -0.3387  0.115
35 H -3.8948 -0.7451 -1.3598  0.105
36 H -2.2405 -1.2772 -1.0758  0.089
37 H -2.6001 -1.1533 1.3771  0.060
38 H -3.8496 -2.1497 0.6367  0.069
39 H -4.2167 -0.4946 1.1211  0.074

SMILES: CCCCCCN1C[C@@H](C(=O)OCC)C(=O)C1=O
Total charge: 0



Maximum force values (in eV/Å) by entry order: 4.65; 0.95; 9.61; 8.09; 4.68; 0.61.
Calculated total energy values (in eV) by entry order: -27618.845; -27829.719; -149064.044; -101731.344; -18841.058; -23502.544.